No. 1
Formula: C61H80N6O2S
Source: the Open Molecules 2025 dataset
Level of theory: ωB97M-V with the def2-TZVPD basis set

Output
Multiplicity: 1
E_LUMO in eV: -0.47
Orbital gap in eV: 5.785

Each line ends with the Mulliken charge.
Atoms and positions in Å:
C 4.27306 7.54179 1.00103  -1.225
N 4.31877 6.19856 0.40944  0.157
C 5.58405 5.74430 0.07889  0.176
S 6.95899 6.66719 0.34447  -0.286
N 5.62492 4.47152 -0.46585  0.041
C 6.93865 4.00735 -0.90181  -1.210
C 4.61353 3.49242 -0.31967  0.262
O 4.85487 2.29767 -0.52160  -0.671
C 3.29973 4.00229 0.02965  -0.321
C 2.15959 3.25015 -0.15218  -0.429
C 0.90000 3.94558 -0.27503  -0.042
C 0.86252 5.20902 -0.91335  -1.382
C -0.19652 6.06979 -0.74016  0.625
C -1.34923 5.63181 -0.02658  0.185
N -2.41639 6.46961 0.12164  0.123
C -2.47928 7.70653 -0.62799  -0.631
C -1.12566 8.39405 -0.63208  -0.850
C -0.07869 7.47246 -1.24313  -0.536
C -3.67807 5.95232 0.61346  -0.728
C -3.41751 5.03447 1.79126  -1.084
C -2.53789 3.86938 1.34784  0.368
C -1.37542 4.31601 0.52235  -0.057
C -0.29563 3.46911 0.30589  0.350
C 3.29540 5.27952 0.78525  0.389
O 2.50912 5.56964 1.68641  -0.616
H 3.24174 7.87558 1.09533  0.317
H 4.77433 7.55385 1.97856  0.398
H 4.83241 8.20679 0.33775  0.448
H 6.83800 3.11655 -1.51644  0.347
H 7.38653 4.83175 -1.45601  0.425
H 7.56547 3.80858 -0.02681  0.364
H 2.21780 2.17317 -0.20426  0.693
H 1.71376 5.54009 -1.51273  0.654
H -2.78795 7.49423 -1.66649  0.272
H -3.25031 8.33914 -0.17453  0.408
H -1.19011 9.32055 -1.20369  0.383
H -0.83415 8.64706 0.39389  0.292
H 0.92762 7.85572 -1.02677  0.286
H -0.17445 7.48214 -2.33900  0.303
H -4.30950 6.79858 0.90266  0.458
H -4.20435 5.40273 -0.18706  0.251
H -2.90908 5.59200 2.58687  0.325
H -4.36739 4.66910 2.18516  0.463
H -2.18070 3.32120 2.22992  -0.080
H -3.14946 3.15902 0.77099  0.079
H -0.31701 2.43828 0.66522  0.563
C 2.36081 -3.30767 6.06737  -1.389
C 1.10613 -3.97144 5.47884  0.189
C 1.24415 -5.49812 5.54815  -1.629
C 0.79580 -3.43280 4.08363  0.280
C 1.29184 -4.02868 2.92029  -0.258
C 1.08210 -3.46953 1.66080  -0.195
C 1.71742 -4.07635 0.41367  2.106
C 1.88207 -5.58560 0.49934  -2.002
C 2.96964 -3.33114 -0.03998  -1.535
C 0.27374 -2.30003 1.53351  0.452
C -0.17335 -1.84442 0.20883  -1.565
N -1.02226 -2.65239 -0.55287  1.877
C -1.32334 -4.06225 -0.40032  -1.386
C -0.88482 -4.98592 -1.37301  0.757
C -0.24119 -4.53936 -2.68406  2.512
C -1.33117 -4.16485 -3.68898  -1.433
C 0.76266 -5.55601 -3.24260  -1.599
C -1.05920 -6.34565 -1.10545  -0.426
C -1.62696 -6.75795 0.09372  -1.410
C -2.16065 -5.83209 0.98423  -0.434
C -2.07199 -4.46764 0.71853  0.162
C -2.89680 -3.44797 1.51038  3.193
C -3.10663 -3.85428 2.96469  -1.996
C -4.24575 -3.18790 0.83287  -1.712
N -1.45574 -2.01290 -1.64858  -0.035
N -0.88858 -0.78314 -1.60235  1.737
C -0.90678 -0.01732 -2.82720  -1.141
C 0.13559 -0.21347 -3.75013  0.178
C 1.18391 -1.33201 -3.61488  2.152
C 2.59323 -0.80744 -3.35269  -1.541
C 1.20905 -2.18965 -4.88327  -1.679
C 0.16283 0.58354 -4.89339  -0.368
C -0.88276 1.45857 -5.16080  -1.308
C -1.99278 1.49733 -4.32245  -1.064
C -2.04764 0.72585 -3.16644  0.408
C -3.37376 0.63334 -2.40678  0.499
C -3.29384 0.85323 -0.89776  -0.179
C -4.10691 -0.67056 -2.71681  -1.434
C 0.03177 -0.67815 -0.53066  1.484
C 0.88364 0.41543 -0.40796  -1.862
C -0.22239 -1.67757 2.72536  0.697
C -1.03438 -0.38461 2.67721  2.898
C -0.12883 0.81619 2.94133  -1.450
C -2.22549 -0.37503 3.63529  -1.455
C 0.06371 -2.25025 3.96254  -0.788
H 2.25460 -2.21704 6.09673  0.352
H 2.54674 -3.66170 7.08872  0.426
H 3.24314 -3.54721 5.45913  0.291
H 0.26004 -3.68250 6.12048  0.362
H 0.39671 -6.00175 5.06847  0.336
H 2.17055 -5.83215 5.06483  0.317
H 1.28017 -5.81494 6.59830  0.449
H 1.88141 -4.94314 3.00425  0.018
H 0.98161 -3.90856 -0.37929  -0.890
H 0.91897 -6.03989 0.76608  0.421
H 2.17548 -5.98187 -0.47886  0.276
H 2.63984 -5.87750 1.23740  0.477
H 2.73470 -2.26948 -0.19691  0.233
H 3.76844 -3.40055 0.71349  0.319
H 3.33800 -3.74503 -0.98814  0.385
H 0.32010 -3.62168 -2.44590  -1.117
H -1.73117 -3.18082 -3.41909  0.112
H -0.95361 -4.12653 -4.71737  0.470
H -2.15875 -4.88463 -3.64072  0.298
H 1.39448 -5.97999 -2.44854  0.243
H 0.24264 -6.38223 -3.75126  0.451
H 1.43219 -5.07697 -3.97155  0.254
H -0.72896 -7.08183 -1.83930  0.368
H -1.70099 -7.81926 0.32015  0.375
H -2.68466 -6.16730 1.87644  0.299
H -2.30821 -2.51854 1.49611  -1.421
H -2.14742 -3.99833 3.47726  0.251
H -3.67122 -3.07701 3.49078  0.466
H -3.68506 -4.78614 3.02082  0.572
H -4.11476 -2.99196 -0.24078  0.286
H -4.89143 -4.07275 0.94244  0.399
H -4.75132 -2.32673 1.29044  0.349
H 0.85565 -1.94256 -2.75974  -1.111
H 2.65791 -0.31129 -2.37862  0.186
H 3.31935 -1.63330 -3.38027  0.393
H 2.86683 -0.08335 -4.13305  0.330
H 0.20042 -2.50567 -5.17681  0.260
H 1.64453 -1.60195 -5.70186  0.540
H 1.82337 -3.08832 -4.74241  0.244
H 0.99575 0.47657 -5.58876  0.409
H -0.84903 2.08789 -6.04813  0.384
H -2.85072 2.11755 -4.58764  0.445
H -3.96893 1.46338 -2.81091  0.754
H -2.65742 1.71078 -0.65109  -0.444
H -4.30630 1.04014 -0.50957  0.729
H -2.89944 -0.03525 -0.39147  -0.654
H -4.21514 -0.82402 -3.79583  0.365
H -3.53944 -1.51616 -2.30627  -0.089
H -5.10750 -0.65097 -2.27115  0.440
H 0.82015 1.18417 -1.17442  0.561
H 1.65257 0.34550 0.35334  0.924
H -1.42957 -0.29876 1.65656  -1.763
H 0.69312 0.84982 2.21742  0.317
H -0.68971 1.75676 2.86979  0.317
H 0.30594 0.74418 3.94855  0.374
H -2.86614 -1.25404 3.49539  0.013
H -1.88844 -0.35300 4.67882  0.371
H -2.83767 0.51851 3.45646  0.429
H -0.29453 -1.76064 4.87520  0.288



No. 2
Formula: C61H81Cl2IN13O5S
Source: the Open Molecules 2025 dataset
Level of theory: ωB97M-V with the def2-TZVPD basis set

Output
Multiplicity: 1
Net charge: +1
E_LUMO in eV: -5.18
Orbital gap in eV: 3.803

Each line ends with the Mulliken charge.
Atoms and positions in Å:
C 2.85352 3.52983 1.85775  -0.913
C 3.47868 3.17713 0.34989  -0.112
O 2.48590 2.30494 -0.34485  -0.051
C 2.77256 2.27856 -1.81204  0.003
O 3.96087 2.72103 -2.30999  -0.553
C 1.67649 1.77871 -2.95147  -0.292
C 1.00481 0.30427 -2.61224  -0.275
C -0.61976 0.36770 -2.91759  -0.576
C -1.36589 0.62671 -1.49908  0.514
C -1.39581 2.17764 -0.86345  -0.463
C -2.19775 2.15088 0.55846  0.007
C -2.33678 3.66236 1.26971  -0.172
C -3.46863 4.50942 0.44133  -0.639
C -4.12537 5.67040 1.42304  -0.408
C -5.44596 5.00428 2.15446  -0.586
S -5.08543 4.26057 3.84163  1.021
O -4.74394 2.74180 3.81224  -0.535
O -6.35357 4.39107 4.76921  -0.596
O -3.83117 5.17804 4.62236  -0.469
N -2.81665 1.07269 1.33750  -0.361
N -2.78653 -0.18476 0.80793  0.021
I -3.71221 -1.58160 2.05245  0.368
C -2.14079 -0.42026 -0.51443  0.169
C -2.19577 -1.97857 -1.11372  -0.080
Cl -3.94388 -2.56590 -1.46744  -0.223
C -1.31321 -3.05218 -0.20328  0.231
C -0.69446 -4.18478 -1.25948  -0.987
Cl 0.01390 -2.11688 0.72354  -0.218
H 2.08014 4.40136 1.69850  0.219
H 3.69270 3.90740 2.61197  0.256
H 2.35428 2.54945 2.26877  0.269
H 3.64941 4.20570 -0.18655  0.283
H 4.48454 2.56593 0.47712  0.129
H 0.89188 2.64931 -3.04344  0.215
H 2.16489 1.65689 -4.03319  0.322
H 1.10713 0.17164 -1.43051  0.018
H 1.55391 -0.57885 -3.15026  0.406
H -1.02333 -0.51426 -3.56946  0.304
H -0.77535 1.35178 -3.57590  0.339
H -0.90944 3.10619 -1.38875  0.203
H -1.27923 4.17642 1.06071  0.279
H -2.54396 3.59951 2.42071  0.283
H -3.00815 4.95739 -0.56174  0.328
H -4.29178 3.72172 0.09185  0.280
H -3.27306 5.98810 2.19363  0.302
H -4.48494 6.62017 0.80635  0.314
H -6.20081 5.91020 2.34328  0.176
H -5.99288 4.21640 1.47295  0.406
H -3.97597 6.12673 4.26967  0.381
H -1.67684 -2.06162 -2.18760  0.031
H -2.02772 -3.67811 0.51726  0.201
H 0.04620 -3.64244 -2.01547  0.333
H -0.15168 -5.07835 -0.68575  0.263
H -1.59586 -4.61133 -1.89786  0.295
N 6.83399 4.09735 -2.08713  0.425
C 7.44473 5.27752 -2.42287  -0.846
C 8.63896 5.34783 -1.74090  -0.396
C 8.75527 4.16569 -0.97131  -0.510
C 7.62832 3.41027 -1.20640  -0.624
H 5.93787 3.78227 -2.43545  0.148
H 6.97778 5.96514 -3.11523  0.424
H 9.35014 6.16197 -1.79308  0.442
H 9.57335 3.89434 -0.31664  0.453
H 7.32386 2.44581 -0.82237  0.446
N -10.27505 6.33901 1.46036  -0.006
C -9.31837 6.58742 2.40988  -0.611
C -9.07516 7.94272 2.42465  -0.381
C -9.91915 8.53317 1.45394  -0.412
C -10.65120 7.52034 0.87582  -0.473
H -10.64610 5.42689 1.22799  0.204
H -8.89258 5.78051 2.99110  0.534
H -8.36728 8.45133 3.06617  0.404
H -9.98622 9.58413 1.20401  0.386
H -11.40462 7.53893 0.09969  0.371
N -6.00250 -2.36838 -4.20475  0.354
C -6.82711 -1.38587 -4.68770  -0.674
C -7.64690 -1.94846 -5.64041  -0.285
C -7.30879 -3.31985 -5.73098  -0.620
C -6.29258 -3.55237 -4.83143  -0.384
H -5.29182 -2.24009 -3.49616  0.106
H -6.75907 -0.37290 -4.31425  0.377
H -8.40720 -1.42768 -6.20791  0.426
H -7.75864 -4.05845 -6.38182  0.410
H -5.75160 -4.45631 -4.58523  0.357
N 2.68294 -2.53480 2.76737  0.399
C 3.29368 -1.35462 2.43163  -0.338
C 4.48791 -1.28431 3.11360  -0.575
C 4.60422 -2.46645 3.88319  -0.540
C 3.47727 -3.22187 3.64810  -1.050
H 1.78682 -2.84987 2.41906  0.140
H 2.82674 -0.66700 1.73928  0.462
H 5.19909 -0.47017 3.06142  0.453
H 5.42231 -2.73780 4.53786  0.421
H 3.17281 -4.18633 4.03213  0.645
N -2.03023 -1.24514 -8.12689  0.104
C -1.65752 -0.15730 -7.38110  -0.667
C -2.60230 0.02767 -6.39653  -0.891
C -3.57599 -0.98796 -6.55034  0.237
C -3.19629 -1.76138 -7.62439  -0.727
H -1.52366 -1.61042 -8.92288  0.197
H -0.75518 0.39154 -7.61518  0.425
H -2.59077 0.80891 -5.64762  0.556
H -4.45874 -1.13930 -5.94261  0.387
H -3.65552 -2.63177 -8.07371  0.408
N -2.71706 -8.20337 1.42781  0.011
C -2.10632 -7.02320 1.09206  -0.628
C -0.91209 -6.95289 1.77403  0.176
C -0.79578 -8.13502 2.54362  -0.870
C -1.92273 -8.89044 2.30853  -0.458
H -3.61318 -8.51845 1.07949  0.200
H -2.57326 -6.33558 0.39971  0.395
H -0.20091 -6.13875 1.72186  0.414
H 0.02231 -8.40637 3.19829  0.386
H -2.22719 -9.85490 2.69257  0.379
N 1.90426 -3.40128 6.32067  0.160
C 1.09843 -4.50752 6.24725  -0.246
C 0.54326 -4.71298 7.49054  -0.732
C 1.02670 -3.69118 8.34228  -0.694
C 1.86267 -2.89369 7.59320  -0.525
H 2.44435 -3.01876 5.55542  0.313
H 0.99056 -5.05328 5.31949  0.431
H -0.13741 -5.51173 7.75514  0.410
H 0.78997 -3.55170 9.38917  0.582
H 2.43099 -2.01159 7.85640  0.378
N -2.34491 -3.92416 -10.14266  0.071
C -1.36542 -4.41907 -9.32156  -0.236
C -1.25040 -5.76996 -9.56252  -0.578
C -2.18954 -6.10028 -10.56858  -0.416
C -2.84957 -4.94123 -10.91050  -0.525
H -2.64736 -2.95930 -10.17729  0.204
H -0.83663 -3.76966 -8.63682  0.315
H -0.56341 -6.44440 -9.06805  0.390
H -2.36499 -7.07821 -10.99793  0.391
H -3.63397 -4.75391 -11.63161  0.385
N 7.80939 1.46405 -5.29363  -0.007
C 7.93573 0.12214 -5.54235  -0.474
C 8.01422 -0.52956 -4.33185  -0.722
C 7.92618 0.45337 -3.31729  -0.223
C 7.79736 1.67500 -3.93936  -0.375
H 7.73561 2.18564 -5.99897  0.199
H 7.96050 -0.25298 -6.55669  0.382
H 8.12193 -1.59766 -4.19436  0.393
H 7.95313 0.28783 -2.24801  0.422
H 7.69974 2.67380 -3.53533  0.462
N 6.51693 5.94992 1.04881  0.254
C 6.42352 5.19596 2.18958  -0.508
C 6.29150 6.05485 3.25780  -0.649
C 6.29965 7.37304 2.74249  -0.560
C 6.43709 7.27863 1.37569  -0.499
H 6.62664 5.58325 0.11225  0.329
H 6.46048 4.11580 2.14386  0.541
H 6.19809 5.76342 4.29591  0.411
H 6.21380 8.29219 3.30752  0.393
H 6.48610 8.04123 0.60992  0.393
N 2.35576 -6.84907 11.33514  -0.022
C 2.45359 -5.52244 11.00493  -0.512
C 2.18857 -4.78183 12.13517  -0.343
C 1.92751 -5.69402 13.18541  -0.423
C 2.04043 -6.96344 12.66412  -0.475
H 2.49534 -7.62261 10.69813  0.209
H 2.70119 -5.21979 9.99631  0.425
H 2.18495 -3.70132 12.19690  0.397
H 1.68405 -5.45107 14.21166  0.378
H 1.92240 -7.93572 13.12358  0.372